Entry 1:
A molecular structure, CHO3PS. Source: OMol25; level of theory: ωB97M-V/def2-TZVPD.

Last column: Mulliken charge in e.
CARTESIAN COORDINATES (ANGSTROEM)
1 C 1.025 0.608 0.658  -0.2291
2 O -0.272 2.658 -0.242  -0.4032
3 O 2.106 -1.699 -0.334  -0.4437
4 O 3.568 0.253 0.181  -0.4214
5 P 1.129 2.361 -0.013  0.4299
6 S 2.256 -0.264 -0.047  0.8068
7 H -0.114 -0.086 -0.080  0.2607

frontier orbital gap (spin up / spin down)	8.38 / 8.38	eV
HOMO (spin up / spin down)	-10.302 / -10.302	eV
net charge	0
LUMO (spin up / spin down)	-1.9 / -1.9	eV

Entry 2:
A molecular structure, CHO3Rb. Source: OMol25; level of theory: ωB97M-V/def2-TZVPD.

Last column: Mulliken charge in e.
CARTESIAN COORDINATES (ANGSTROEM)
1 Rb 12.561 23.626 -3.589  1.0103
2 O 14.822 22.017 -2.631  -0.4587
3 C 16.031 21.456 -2.346  0.5250
4 O 16.133 21.208 -1.184  -0.6840
5 O 16.939 21.548 -3.170  -0.6942
6 H 14.540 21.936 -1.717  0.3016

frontier orbital gap	5.42	eV
HOMO	-7.061	eV
net charge	0
LUMO	-1.6	eV

Entry 3:
A molecular structure, CHO3Rh. Source: OMol25; level of theory: ωB97M-V/def2-TZVPD.

Last column: Mulliken charge in e.
CARTESIAN COORDINATES (ANGSTROEM)
1 O 0.717 0.363 1.185  -0.2710
2 C -0.066 -0.142 0.260  1.2005
3 O 0.416 -1.097 -0.427  -0.3485
4 O -0.985 0.556 -0.267  -0.3788
5 H 1.087 1.203 0.820  0.4229
6 Rh -1.168 -0.883 -1.571  1.3749

spin multiplicity	5
frontier orbital gap (spin up / spin down)	10.63 / 6.85	eV
HOMO (spin up / spin down)	-23.335 / -23.653	eV
net charge	+2
LUMO (spin up / spin down)	-12.7 / -16.8	eV

Entry 4:
2 unconnected molecules or ions with the total composition CHOPS. Source: OMol25; level of theory: ωB97M-V/def2-TZVPD.

Last column: Mulliken charge in e.
CARTESIAN COORDINATES (ANGSTROEM)
1 C -2.043 0.678 -0.097  -0.1884
2 O 1.737 -0.711 0.315  -0.2876
3 P 3.160 -0.412 0.198  0.2348
4 S -0.476 0.693 0.099  0.0300
5 H -2.378 -0.249 -0.515  0.2112

frontier orbital gap (spin up / spin down)	3.80 / 3.79	eV
HOMO (spin up / spin down)	-6.291 / -6.284	eV
net charge	0
LUMO (spin up / spin down)	-2.5 / -2.5	eV

Entry 5:
A molecular structure, CHPS3. Source: OMol25; level of theory: ωB97M-V/def2-TZVPD.

Last column: Mulliken charge in e.
CARTESIAN COORDINATES (ANGSTROEM)
1 C -0.189 0.347 -0.402  0.0004
2 P 1.484 -1.256 -0.658  0.2717
3 S -1.480 0.245 -1.374  -0.2128
4 S 1.199 -2.547 0.664  -0.1097
5 S 0.090 1.345 0.984  -0.0934
6 H -1.104 1.866 0.785  0.1439

frontier orbital gap	6.36	eV
HOMO	-8.029	eV
net charge	0
LUMO	-1.7	eV

Entry 6:
A molecular structure, CI3O2S. Source: OMol25; level of theory: ωB97M-V/def2-TZVPD.

Last column: Mulliken charge in e.
CARTESIAN COORDINATES (ANGSTROEM)
1 C -0.453 0.308 0.303  -0.7590
2 O 0.546 -0.722 -1.856  -0.5660
3 O 1.790 -1.025 0.197  -0.5734
4 S 1.096 -0.066 -0.671  0.6327
5 I -1.423 1.875 -0.823  0.0876
6 I 0.171 1.028 2.293  0.0653
7 I -1.728 -1.397 0.558  0.1129

frontier orbital gap	6.84	eV
HOMO	-4.381	eV
net charge	-1
LUMO	2.5	eV

Entry 7:
A molecular structure, CI3OP. Source: OMol25; level of theory: ωB97M-V/def2-TZVPD.

Last column: Mulliken charge in e.
CARTESIAN COORDINATES (ANGSTROEM)
1 C -0.768 0.734 0.555  -0.2738
2 O 1.431 -0.644 -0.307  -0.4671
3 P 0.120 -0.176 -0.702  0.4434
4 I -0.520 -0.006 2.476  0.1869
5 I -2.666 1.416 -0.035  0.1268
6 I 0.209 0.416 -3.218  -0.0162

frontier orbital gap (spin up / spin down)	6.36 / 6.26	eV
HOMO (spin up / spin down)	-8.753 / -8.672	eV
net charge	0
LUMO (spin up / spin down)	-2.4 / -2.4	eV

Entry 8:
A molecular structure, CI3OP. Source: OMol25; level of theory: ωB97M-V/def2-TZVPD.

Last column: Mulliken charge in e.
CARTESIAN COORDINATES (ANGSTROEM)
1 C -1.368 -0.043 -0.219  -0.2756
2 O 1.280 0.995 1.200  -0.2893
3 P 2.246 1.188 0.148  0.4156
4 I 2.371 -0.919 -1.151  -0.1053
5 I -3.212 0.464 -0.994  0.0925
6 I -1.318 -1.685 1.016  0.1622

spin multiplicity	3
frontier orbital gap (spin up / spin down)	6.72 / 7.31	eV
HOMO (spin up / spin down)	-8.061 / -9.378	eV
net charge	0
LUMO (spin up / spin down)	-1.3 / -2.1	eV

Max |F| (computed, Eh/bohr): 0.107 0.103 0.149 0.038 0.050 0.025 0.042 0.027